78
Properties=species:S:1:pos:R:3:mulliken_charge:R:1 method="wB97M-V/def2-TZVPD" charge=0 e_lumo_ev=0.123 relative_energy_kcal_mol=0.0 largest_force_ev_per_a=0.20 homo_lumo_gap_ev=7.176
Os 0.084 -0.997 0.298 1.383
O -0.558 -1.573 2.235 -0.916
C -0.421 -0.855 3.296 0.836
C -0.569 -1.471 4.568 -0.480
C -0.387 -0.772 5.729 -0.376
C -0.079 0.602 5.714 -0.837
C 0.019 1.236 4.507 -0.638
C -0.138 0.543 3.283 0.434
C -0.147 1.338 2.101 -0.477
N -0.145 0.937 0.860 0.052
N -0.369 2.016 0.004 -0.718
C -0.897 1.768 -1.136 0.218
O -1.196 0.573 -1.655 -0.490
C -1.326 2.932 -1.955 0.675
C -0.838 4.209 -1.685 -0.362
C -1.249 5.285 -2.453 -0.716
C -2.160 5.101 -3.486 -0.390
C -2.653 3.833 -3.751 -0.809
C -2.233 2.749 -2.994 -0.172
H -0.808 -2.527 4.578 0.517
H -0.485 -1.286 6.678 0.396
H 0.056 1.146 6.639 0.412
H 0.216 2.302 4.468 0.383
H -0.198 2.417 2.230 0.435
H -0.135 4.341 -0.875 0.419
H -0.858 6.273 -2.246 0.387
H -2.482 5.945 -4.082 0.388
H -3.365 3.683 -4.552 0.394
H -2.605 1.755 -3.199 0.489
Cl 0.089 -3.317 -0.414 -0.317
C 1.778 -3.806 -0.504 1.200
C 2.066 -5.061 -1.011 -0.608
C 3.385 -5.483 -1.011 -0.592
C 4.379 -4.667 -0.481 -0.875
C 4.057 -3.421 0.028 -0.570
C 2.744 -2.952 -0.005 -0.695
P 2.193 -1.355 0.718 1.095
C 3.426 -0.096 0.255 0.297
C 4.432 -0.276 -0.688 -0.559
C 5.255 0.783 -1.048 -0.879
C 5.084 2.030 -0.469 -0.806
C 4.083 2.220 0.476 -0.771
C 3.259 1.166 0.830 -0.373
C 2.623 -1.734 2.468 0.899
C 2.049 -2.886 3.010 -0.462
C 2.309 -3.258 4.316 -0.658
C 3.137 -2.474 5.111 -0.563
C 3.702 -1.324 4.587 -0.758
C 3.451 -0.957 3.269 -0.434
H 1.274 -5.692 -1.388 0.489
H 3.634 -6.457 -1.408 0.407
H 5.405 -5.011 -0.455 0.426
H 4.829 -2.805 0.474 0.543
H 4.566 -1.233 -1.174 0.437
H 6.025 0.632 -1.793 0.426
H 5.722 2.855 -0.757 0.393
H 3.935 3.193 0.925 0.439
H 2.460 1.328 1.544 0.321
H 1.376 -3.486 2.410 0.271
H 1.855 -4.153 4.721 0.419
H 3.335 -2.758 6.136 0.395
H 4.346 -0.706 5.200 0.452
H 3.918 -0.065 2.876 0.326
C 1.731 1.177 -2.556 -1.622
C 0.901 -0.077 -2.839 3.410
C 1.829 -1.281 -3.008 -2.162
C 0.154 0.123 -4.164 -1.833
C -0.081 -0.461 -1.718 -1.686
H 2.559 1.242 -3.268 0.545
H 2.144 1.169 -1.550 0.192
H 1.139 2.086 -2.673 0.321
H 2.511 -1.114 -3.845 0.526
H 1.256 -2.190 -3.214 0.379
H 2.425 -1.455 -2.114 0.417
H 0.866 0.265 -4.981 0.469
H -0.493 0.999 -4.131 0.281
H -0.463 -0.749 -4.399 0.394
H -0.665 -1.283 -2.165 0.618